Density functional theory data (ωB97M-V/def2-TZVPD) for the molecule C24H22FN5O3S in a non-equilibrium geometry.

Structure (XYZ):
```
56
Properties=species:S:1:pos:R:3:forces:R:3
C 2.8963 -1.2663 -0.0925 -0.14 -0.02 0.02
C 1.9463 -0.2404 -0.5904 0.57 0.06 -0.34
C 2.0178 0.5513 -1.6934 -0.03 0.03 0.35
C 0.8307 1.3438 -1.7348 -0.06 -0.21 0.71
C 0.3843 2.2221 -2.7826 -0.07 0.24 -0.06
O -0.6808 2.8301 -2.7560 0.17 0.20 -0.12
C 1.2438 2.2952 -4.0338 -0.11 -0.09 -0.32
S 0.5534 1.1367 -5.2956 0.14 -0.10 0.20
C -0.0304 -0.0943 -4.1945 -0.11 0.47 -0.56
N 0.6277 -1.0967 -3.6839 0.64 0.29 -0.81
N -0.1616 -1.6845 -2.7922 -0.64 -0.54 0.77
C -1.3216 -1.0608 -2.7664 0.21 0.33 -0.52
C -2.3945 -1.3965 -1.8542 -0.55 -0.13 0.38
C -3.6763 -0.8597 -1.9614 0.04 -0.01 -0.09
C -4.6460 -1.1943 -1.0323 0.04 -0.07 0.09
C -4.3587 -2.0526 0.0156 0.10 -0.11 0.09
C -3.0819 -2.5820 0.1016 -0.02 0.14 -0.11
F -2.7853 -3.4110 1.1259 -0.03 0.04 -0.08
C -2.0974 -2.2776 -0.8134 -0.12 0.02 0.06
N -1.2931 -0.0338 -3.6661 0.48 -0.52 0.26
N -2.3001 0.8625 -3.9925 -0.61 0.34 -0.19
C 0.0837 0.9917 -0.6045 -0.19 0.36 -0.43
C -1.2166 1.5278 -0.1261 -0.06 0.02 0.04
N 0.7613 0.0295 0.0569 -0.09 0.12 -0.24
C 0.3453 -0.6175 1.2704 -0.14 -0.09 0.41
C 1.0398 -0.0762 2.5021 0.06 0.13 -0.07
C 1.6048 1.1882 2.5125 -0.12 -0.15 -0.14
C 2.2371 1.7018 3.6436 0.10 -0.08 0.44
C 2.2732 0.9023 4.7580 -0.29 -0.46 -0.19
C 1.7014 -0.3727 4.7560 0.17 0.53 -0.14
C 1.0835 -0.8841 3.6437 0.10 0.07 0.28
O 1.8788 -0.9512 5.9820 -0.22 -0.20 -0.39
C 2.5782 -0.0037 6.7609 0.37 -0.14 1.21
O 2.8218 1.1511 5.9865 0.01 0.28 -0.36
H 3.1453 -1.0949 0.9547 0.09 -0.05 0.06
H 2.4670 -2.2636 -0.1900 0.04 -0.14 0.02
H 3.8058 -1.2309 -0.6842 0.06 -0.02 -0.01
H 2.8173 0.5452 -2.4049 0.18 -0.09 -0.15
H 1.1642 3.2811 -4.4899 0.02 0.01 0.13
H 2.2820 2.0280 -3.8631 -0.01 0.07 0.04
H -3.9083 -0.1903 -2.7738 -0.02 -0.01 0.00
H -5.6376 -0.7781 -1.1222 -0.09 0.03 0.00
H -5.1006 -2.3152 0.7526 -0.06 -0.04 0.09
H -1.1114 -2.7055 -0.7438 0.12 -0.08 0.07
H -2.1057 1.2168 -4.9304 0.04 -0.15 0.29
H -2.2621 1.6664 -3.3575 0.28 -0.26 -0.20
H -2.0026 0.7728 -0.1912 -0.09 -0.03 0.05
H -1.5000 2.3774 -0.7400 0.00 -0.05 0.07
H -1.1379 1.8536 0.9111 -0.05 0.01 0.11
H 0.5492 -1.6887 1.1852 -0.09 0.08 -0.03
H -0.7364 -0.4951 1.3806 0.10 -0.09 -0.11
H 1.5680 1.7986 1.6234 0.00 0.03 -0.15
H 2.6786 2.6836 3.6450 0.07 0.15 0.00
H 0.6478 -1.8693 3.6523 -0.06 -0.20 0.00
H 3.5363 -0.4343 7.0928 -0.20 0.09 -0.16
H 1.9762 0.2643 7.6438 0.08 -0.04 -0.26
```
Positions in Å, forces in eV/Å.

The calculation puts the max |F| at 0.0247 hartree/bohr. The structure (SMILES) is Cc1cc(C(=O)CSc2nnc(-c3cccc(F)c3)n2N)c(C)n1Cc1ccc2c(c1)OCO2. As for the HOMO energy: -8.09 eV. As for the spin multiplicity: 1. The calculation puts the relative energy (zero: lowest compared OMol25 entry of this formula, charge and spin) at 83.91 kcal per mole. The value obtained for the lowest unoccupied orbital energy is 0.32 eV. Its frontier orbital gap is 8.4 eV.